Record 1
126
Properties=species:S:1:pos:R:3:forces:R:3 method="wB97M-V/def2-TZVPD" gap_ev=9.9 homo_energy_ev=-9.58 spin_multiplicity=1
C -28.633 -20.680 17.046 0.25 -2.11 -0.77
C -27.272 -21.341 16.606 -1.43 0.79 0.51
O -26.661 -20.397 15.792 1.53 1.34 -0.95
H -29.207 -21.489 17.498 -0.29 0.22 0.41
H -29.134 -20.477 16.099 -0.15 0.27 0.05
H -28.658 -19.785 17.667 0.63 -0.20 0.00
H -27.398 -22.235 15.997 -0.48 -0.26 0.44
H -26.614 -21.574 17.443 -0.03 0.05 0.12
H -26.696 -20.619 14.858 -0.06 -0.32 0.04
C -22.840 -22.791 23.342 0.88 -0.44 0.33
C -24.017 -23.552 23.956 1.59 0.98 0.08
O -24.717 -24.179 22.940 -1.41 -0.23 -0.21
H -22.197 -23.519 22.848 -0.05 -0.11 -0.39
H -22.157 -22.388 24.090 -0.28 0.36 0.29
H -23.109 -22.016 22.624 -0.25 -0.05 0.15
H -24.606 -22.815 24.501 -0.52 -0.36 -0.03
H -23.625 -24.300 24.645 0.01 0.04 0.39
H -24.078 -24.479 22.290 -0.05 0.07 -0.58
C -22.367 -20.792 14.673 -0.70 0.30 -0.03
C -23.461 -20.451 13.608 1.79 -0.82 1.47
O -23.363 -21.440 12.582 -0.53 0.63 -0.25
H -21.336 -20.768 14.319 -0.12 0.52 -0.32
H -22.456 -21.806 15.061 -0.50 -0.11 -0.06
H -22.515 -20.101 15.503 0.32 0.08 0.18
H -23.324 -19.419 13.286 -0.02 -0.10 -0.47
H -24.424 -20.508 14.117 -0.13 -0.22 -0.34
H -22.764 -21.119 11.903 0.10 -0.13 -0.04
C -16.133 -19.182 17.883 0.86 -1.39 0.23
C -15.595 -20.129 16.769 -1.94 0.84 -0.72
O -16.504 -21.207 16.422 1.25 -0.18 0.24
H -15.464 -18.334 18.027 -0.05 0.06 -0.14
H -16.038 -19.808 18.771 -0.15 0.22 0.48
H -17.173 -18.857 17.859 0.13 -0.03 -0.62
H -14.609 -20.515 17.029 -0.24 -0.31 0.20
H -15.476 -19.578 15.836 0.24 0.28 -0.06
H -17.406 -21.075 16.721 0.05 0.80 0.31
C -27.232 -17.407 19.147 1.13 -0.32 -1.44
C -26.792 -17.265 17.625 0.45 -1.05 1.66
O -25.781 -18.255 17.230 -0.86 1.58 0.95
H -26.331 -17.230 19.734 0.02 -0.06 0.14
H -27.558 -18.425 19.360 -0.33 0.16 0.08
H -27.948 -16.632 19.422 -0.22 -0.23 -0.11
H -26.342 -16.272 17.628 -0.06 0.03 -0.84
H -27.655 -17.387 16.971 0.04 0.43 -0.08
H -26.224 -18.851 16.621 0.05 -0.51 -0.27
C -21.643 -25.599 19.226 0.27 0.14 -0.63
C -22.074 -24.823 20.415 -0.70 0.02 0.83
O -23.364 -24.263 20.319 -0.72 -0.88 0.58
H -20.630 -25.969 19.384 0.02 -0.16 -0.05
H -21.633 -24.949 18.351 -0.04 -0.19 -0.24
H -22.330 -26.436 19.097 0.10 0.01 -0.28
H -21.351 -24.064 20.714 0.22 0.02 0.06
H -22.214 -25.560 21.206 0.51 0.14 0.50
H -23.431 -23.445 19.820 0.52 0.31 -0.36
C -19.698 -19.087 20.590 -1.26 -0.16 1.37
O -19.374 -18.320 19.478 0.91 -0.41 -0.57
H -19.564 -20.166 20.522 0.35 -0.11 -0.81
H -19.172 -18.823 21.507 0.26 0.42 0.04
H -20.764 -18.964 20.781 -0.17 -0.09 0.35
H -19.929 -17.537 19.487 -0.19 0.38 -0.24
C -21.920 -16.522 17.663 0.43 -0.71 -0.99
O -21.257 -16.109 18.846 -0.41 0.27 0.00
H -22.819 -15.955 17.423 -0.19 -0.11 0.40
H -21.242 -16.395 16.819 0.09 0.03 -0.24
H -22.122 -17.592 17.703 -0.26 0.15 0.27
H -21.259 -15.155 18.738 0.40 0.18 0.62
C -18.367 -24.446 21.021 0.67 -0.13 1.43
O -17.086 -24.510 21.744 -1.31 -0.49 -1.29
H -18.821 -25.434 20.948 0.52 -0.24 0.10
H -19.054 -23.891 21.661 -0.20 0.33 -0.31
H -18.333 -24.038 20.011 0.38 0.19 0.13
H -16.881 -23.617 22.030 -0.06 0.32 -0.03
C -25.529 -24.269 13.326 -0.33 0.78 -0.25
O -25.569 -22.862 13.415 -0.03 0.71 0.62
H -24.779 -24.699 13.989 -0.12 -0.15 0.10
H -26.554 -24.518 13.599 0.23 -0.85 -0.14
H -25.285 -24.493 12.287 -0.21 -0.71 -0.03
H -24.710 -22.525 13.151 0.24 0.20 -0.28
C -25.673 -21.171 21.321 -0.41 1.95 -0.64
O -25.798 -21.097 22.723 0.36 -1.09 -0.01
H -25.542 -20.124 21.045 -0.01 0.05 -0.48
H -24.824 -21.698 20.885 0.02 -0.48 0.49
H -26.620 -21.493 20.889 0.08 -0.29 -0.30
H -25.947 -22.024 22.922 -0.04 -0.23 0.85
C -22.665 -21.053 18.619 2.12 0.93 0.18
O -23.422 -22.197 18.752 -1.34 -0.58 -0.64
H -23.059 -20.244 18.003 -0.70 0.00 0.40
H -22.405 -20.757 19.635 -0.29 0.56 -0.03
H -21.700 -21.266 18.158 0.22 -0.24 -0.23
H -23.908 -22.354 17.940 -0.07 -0.18 -0.12
C -19.098 -22.180 13.675 0.57 -1.43 -0.92
O -19.214 -21.423 12.486 -0.18 0.13 0.44
H -18.753 -21.624 14.547 -0.42 0.13 0.07
H -19.992 -22.791 13.799 -0.38 0.40 0.65
H -18.339 -22.938 13.483 0.38 -0.03 0.15
H -19.213 -20.511 12.786 0.03 0.42 -0.60
C -23.515 -25.581 16.312 0.40 -1.37 -0.31
O -22.626 -24.801 15.510 -0.72 0.44 0.41
H -23.017 -26.416 16.806 0.54 0.42 0.58
H -24.074 -24.997 17.043 0.37 0.27 -0.18
H -24.228 -26.185 15.751 -0.45 0.59 -0.73
H -21.880 -25.298 15.168 -0.20 -0.34 0.20
C -18.599 -18.534 14.396 0.55 -0.32 2.11
O -18.970 -18.804 13.082 0.24 1.12 -0.53
H -19.294 -19.088 15.027 0.05 0.30 0.31
H -17.591 -18.821 14.695 0.28 -0.97 -0.55
H -18.501 -17.496 14.712 -1.07 0.46 -0.47
H -18.750 -18.006 12.596 -0.07 -0.27 -0.59
C -26.203 -26.482 18.359 -1.62 -0.64 -0.75
O -27.090 -26.080 17.305 -0.29 0.93 -0.24
H -25.551 -27.252 17.944 0.69 0.36 0.54
H -25.785 -25.592 18.829 0.54 -0.27 -0.27
H -26.870 -26.957 19.078 0.37 -0.17 0.43
H -27.016 -26.585 16.492 0.36 -0.17 0.32
C -18.478 -21.635 23.591 -0.82 0.85 -1.22
O -17.449 -21.644 22.621 0.97 0.77 -0.07
H -18.893 -20.628 23.543 -0.28 0.22 0.61
H -19.245 -22.198 23.058 -0.39 -0.90 1.51
H -18.094 -21.799 24.598 -0.56 -0.78 -0.09
H -17.302 -20.697 22.577 1.04 -0.19 -0.77
C -18.862 -22.029 18.249 0.66 -1.29 0.60
O -19.046 -20.737 17.802 -0.25 0.94 -0.64
H -18.141 -22.071 19.066 0.02 0.07 0.30
H -19.788 -22.496 18.586 -0.17 -0.18 -0.08
H -18.380 -22.619 17.469 -0.40 -0.17 -0.17
H -19.083 -20.155 18.564 -0.07 0.49 -0.19


Record 2
11
Properties=species:S:1:pos:R:3:forces:R:3 method="wB97M-V/def2-TZVPD" gap_ev=9.7 homo_energy_ev=-9.35 spin_multiplicity=1
C 0.049 0.061 1.488 0.29 -0.43 -0.14
C -0.482 -0.976 -0.332 -0.18 0.26 -1.14
H 0.144 2.113 -0.555 0.25 -0.76 0.09
H 1.549 1.168 -0.801 -0.69 0.16 0.23
H 0.512 0.765 2.165 -0.24 0.03 -0.11
H -0.463 -0.413 -2.131 -0.01 -0.46 0.29
N 0.524 1.177 -0.739 0.42 0.40 -0.37
N 0.051 0.193 0.112 0.19 0.40 0.30
N -0.448 -1.097 1.798 0.06 0.48 0.32
N -0.805 -1.746 0.635 -0.17 -0.70 0.46
O -0.630 -1.244 -1.640 0.07 0.62 0.07


The evaluated max |F| for the records listed, in turn: 2.46, 1.18 eV Å⁻¹.
The evaluated LUMO for the records listed, in turn: 0.0106, 0.0113 Ha.
The evaluated ΔE to the lowest compared entry with this formula, charge and spin for the records listed, in turn: 10.222, 2.008 eV.